[1]
This record from the OMol25 dataset describes C5H8N2O in the gas phase at a distorted geometry. The level of theory is ωB97M-V with the def2-TZVPD basis set.

Last column: natural (NBO) charge in e.
Cartesian coordinates (Å):
C1 2.514 -0.509 -0.217  -0.652
C2 1.028 -0.329 -0.162  0.113
C3 0.230 0.744 -0.334  0.175
O1 0.412 2.038 -0.581  -0.664
C4 -1.009 -0.059 -0.074  0.259
C5 -2.058 0.366 0.886  -0.655
N1 -1.037 -1.253 -0.776  -0.449
N2 0.122 -1.296 0.208  -0.337
H1 2.930 -0.481 0.795  0.224
H2 2.781 -1.464 -0.677  0.226
H3 2.983 0.313 -0.763  0.228
H4 -0.184 2.323 -1.290  0.479
H5 -2.773 -0.428 1.112  0.222
H6 -2.600 1.217 0.462  0.229
H7 -1.598 0.709 1.817  0.242
H8 -1.743 -1.892 -0.408  0.358

Calculated values
Electronic energy: -379.90670 hartree
Molecular weight: 112.13 g mol⁻¹
Kohn-Sham gap: 7.975 eV
Highest occupied orbital energy: -7.3 eV
Relative energy (zero: lowest compared OMol25 entry of this formula, charge and spin): 476.46 kJ/mol
Structure (SMILES): CC1=C(O)[C@@]2(C)NN12

[2]
This record from the OMol25 dataset describes C5H8N2O in the gas phase at a distorted geometry. The level of theory is ωB97M-V with the def2-TZVPD basis set.

Last column: natural (NBO) charge in e.
Cartesian coordinates (Å):
C1 -2.603 -0.332 0.158  -0.409
N1 -1.560 0.706 -0.055  -0.589
C2 -0.373 0.372 -0.313  0.668
N2 0.084 -0.813 -0.674  -0.589
C3 1.412 -0.685 -0.624  -0.051
C4 2.068 -0.223 0.829  -0.532
C5 1.720 0.713 -0.267  0.034
O1 0.560 1.367 -0.291  -0.461
H1 -3.600 0.085 0.009  0.206
H2 -2.403 -0.764 1.071  0.201
H3 -2.571 -1.209 -0.580  0.225
H4 -1.974 1.757 0.073  0.430
H5 2.144 -1.287 -1.241  0.205
H6 3.198 -0.267 0.999  0.220
H7 1.421 -0.725 1.587  0.238
H8 2.478 1.305 -0.682  0.203

Calculated values
Electronic energy: -379.96417 hartree
Molecular weight: 112.13 g mol⁻¹
Kohn-Sham gap: 8.414 eV
Highest occupied orbital energy: -7.6 eV
Relative energy (zero: lowest compared OMol25 entry of this formula, charge and spin): 325.58 kJ/mol
Structure (SMILES): CNC1=N[C@@H]2C[C@@H]2O1

[3]
This record from the OMol25 dataset describes C5H8N2O in the gas phase at a distorted geometry. The level of theory is ωB97M-V with the def2-TZVPD basis set.

Last column: natural (NBO) charge in e.
Cartesian coordinates (Å):
C1 -1.149 0.624 -1.896  -0.316
C2 -0.303 -0.264 -1.409  -0.354
C3 1.174 -0.052 -0.590  0.541
O1 2.052 -0.842 -0.687  -0.460
C4 0.321 0.540 0.477  0.352
N1 0.265 1.932 0.426  -0.817
N2 0.014 -0.096 1.557  -0.490
C5 -0.005 -1.530 1.649  -0.444
H1 -1.689 0.450 -2.819  0.203
H2 -1.408 1.536 -1.376  0.210
H3 -0.220 -1.222 -1.903  0.206
H4 -0.170 2.310 1.257  0.394
H5 1.144 2.381 0.215  0.384
H6 -0.400 -1.798 2.631  0.207
H7 -0.640 -2.016 0.887  0.194
H8 1.016 -1.952 1.581  0.191

Calculated values
Electronic energy: -379.93033 hartree
Molecular weight: 112.13 g mol⁻¹
Kohn-Sham gap: 7.822 eV
Highest occupied orbital energy: -8.3 eV
Relative energy (zero: lowest compared OMol25 entry of this formula, charge and spin): 414.43 kJ/mol
Structure (SMILES): C=CC(=O)/C(N)=N\C